{
  "formula": "C22H27F17NO5S",
  "method": "wB97M-V/def2-TZVPD",
  "lumo_ev": [0.18, -0.29],
  "e_homo_ev": [-9.06, -10.09],
  "multiplicity": 2,
  "s_squared": 0.75,
  "symbols": ["C", "C", "C", "C", "C", "C", "C", "O", "C", "F", "F", "C", "F", "F", "C", "F", "F", "C", "F", "F", "C", "F", "F", "C", "F", "F", "C", "F", "F", "C", "F", "F", "F", "C", "C", "C", "C", "N", "O", "H", "H", "H", "H", "H", "H", "H", "H", "H", "H", "H", "H", "H", "H", "H", "H", "H", "H", "H", "O", "S", "O", "O", "C", "C", "C", "H", "H", "H", "H", "H", "H", "H", "H"],
  "xyz": [[-0.32095, 3.39438, 2.92629], [0.15881, 2.01392, 3.56050], [-0.32418, 2.06586, 5.11245], [-0.51383, 0.69506, 2.96176], [-0.20743, 0.45953, 1.36942], [-1.45256, 1.20877, 0.66632], [-1.11468, 2.08906, -0.60448], [-1.83974, 1.99320, -1.62387], [-0.25962, -1.12947, 1.17066], [-1.57617, -1.51354, 1.58953], [0.59315, -1.85689, 2.01820], [-0.05639, -1.66394, -0.30949], [-1.09411, -2.62321, -0.52461], [-0.21670, -0.72444, -1.33899], [1.29129, -2.45776, -0.61823], [1.17886, -3.74413, -0.01789], [2.46080, -1.89311, -0.09424], [1.56575, -2.75774, -2.16550], [0.39484, -3.00223, -2.91275], [2.27060, -3.99522, -2.19993], [2.44594, -1.68967, -2.94710], [2.38277, -0.37451, -2.47319], [1.91813, -1.64210, -4.26950], [3.99044, -2.05536, -3.12584], [4.61800, -2.44311, -1.91652], [4.14486, -3.05323, -4.12402], [4.88444, -0.81413, -3.65973], [5.22017, 0.03492, -2.58636], [4.22438, -0.02880, -4.60741], [6.26944, -1.28092, -4.32346], [6.03608, -1.51238, -5.68929], [7.14785, -0.17527, -4.28795], [6.86527, -2.36409, -3.68756], [1.22817, 1.09688, 1.11091], [2.20901, 1.21574, 2.36950], [3.01976, -0.10846, 2.73961], [3.35436, 2.26927, 1.88382], [1.62163, 1.79562, 3.60693], [2.28889, 2.79640, 4.10711], [0.04140, 4.22255, 3.63508], [0.22032, 3.59266, 1.93344], [-1.43957, 3.48671, 2.76598], [-0.23583, 1.05765, 5.62685], [-1.44246, 2.33177, 5.05978], [0.17144, 2.92101, 5.67327], [-0.16961, -0.16675, 3.61353], [-1.64177, 0.79279, 3.16033], [-2.26783, 0.47606, 0.31754], [-2.00823, 1.90699, 1.39015], [-0.26996, 2.86231, -0.67470], [1.22331, 2.15193, 0.66450], [1.74858, 0.45267, 0.31100], [2.43984, -0.83945, 3.40101], [3.48636, -0.63162, 1.83252], [3.91487, 0.22445, 3.37902], [2.93575, 3.29939, 1.66623], [3.70254, 1.85148, 0.86600], [4.26911, 2.25440, 2.54834], [-5.30701, 0.36568, 0.08776], [-5.77436, 0.40819, -1.27493], [-7.11954, 0.79763, -1.60263], [-5.45723, -1.01105, -1.98118], [-5.93646, -2.20321, -1.35796], [-7.42283, -2.40047, -1.59365], [-4.65336, 1.38727, -2.23115], [-5.70206, -2.20141, -0.28971], [-5.38934, -3.03534, -1.80638], [-8.00682, -1.63319, -1.08166], [-7.74583, -3.37507, -1.22121], [-7.65779, -2.32961, -2.65781], [-3.63578, 1.06365, -2.01903], [-4.78587, 2.42831, -1.93804], [-4.89132, 1.26674, -3.28738]],
  "forces_ev_per_angstrom": [[1.459, 0.495, -0.244], [-1.981, -0.787, 2.038], [-1.109, 0.433, -0.887], [-0.280, 0.223, 0.377], [-0.507, 0.851, 2.369], [-0.217, 0.064, -1.130], [-1.964, -0.513, -2.341], [2.417, 0.381, 3.021], [-1.497, 0.470, 1.121], [2.376, 0.587, -0.913], [-1.065, 1.382, -1.596], [-1.499, -1.679, -1.525], [2.138, 1.777, 0.226], [0.390, -0.955, 2.130], [0.721, -2.136, 1.012], [0.038, 2.755, -0.971], [-2.116, -0.510, -0.929], [-0.498, -2.058, -0.937], [2.166, 0.795, 1.975], [-1.032, 2.617, -0.029], [-0.206, 1.114, -2.320], [-0.116, -2.423, -0.219], [1.155, -0.099, 2.590], [1.700, -0.373, -0.369], [-1.658, 0.434, -2.492], [-0.503, 1.736, 2.387], [0.125, 1.463, 0.425], [-0.800, -1.697, -1.756], [0.967, -1.598, 1.703], [1.123, 0.920, -1.309], [0.682, -0.186, 3.049], [-1.725, -2.594, 0.166], [-1.355, 2.374, -1.614], [0.488, -0.412, -0.598], [2.696, 0.048, -1.128], [0.586, 0.002, 0.695], [-0.053, -1.304, -1.459], [-0.329, 2.007, -1.213], [-0.695, -1.289, 0.099], [-0.673, -1.187, -1.050], [-0.919, -0.273, 1.285], [1.393, -0.339, 0.379], [0.163, 1.344, -0.585], [1.520, -0.467, 0.235], [-0.349, -1.352, -0.734], [-0.192, 0.922, -0.944], [1.656, -0.278, -0.509], [1.329, 0.985, 0.500], [1.154, -1.028, -0.915], [-0.881, -1.033, 0.600], [-0.539, -1.630, 0.622], [-0.455, 1.027, 1.248], [0.626, 0.960, -1.216], [-1.006, 0.754, 1.209], [-1.349, -0.426, -0.832], [0.548, -1.168, 0.637], [-0.405, 0.616, 1.378], [-1.390, 0.332, -0.631], [-0.465, -0.090, -0.303], [0.404, -0.006, -0.785], [0.368, -0.211, 0.556], [0.205, 0.821, 0.141], [-0.523, -0.749, 0.327], [-0.220, 0.219, 0.075], [-0.078, -0.347, -0.073], [0.043, 0.178, -0.072], [0.171, 0.310, -0.091], [0.043, -0.066, -0.023], [0.107, 0.017, -0.037], [0.069, -0.078, 0.056], [-0.247, 0.064, -0.043], [-0.059, -0.109, 0.093], [-0.072, -0.029, 0.101]],
  "mulliken_spin": [0.02, 0.02, 0.01, 0.03, 0.00, 0.00, 0.00, 0.00, 0.00, 0.00, 0.00, 0.00, 0.00, 0.00, 0.00, 0.00, 0.00, 0.00, 0.00, 0.00, 0.00, 0.00, 0.00, 0.00, 0.00, 0.00, 0.00, 0.00, 0.00, 0.00, 0.00, 0.00, 0.00, 0.00, 0.02, 0.02, 0.01, 0.32, 0.58, 0.00, 0.00, 0.00, 0.00, 0.00, 0.00, 0.00, 0.00, 0.00, 0.00, 0.00, 0.00, 0.00, 0.00, 0.00, 0.00, 0.00, 0.00, 0.00, 0.00, 0.00, 0.00, 0.00, 0.00, 0.00, 0.00, 0.00, 0.00, 0.00, 0.00, 0.00, 0.00, 0.00, 0.00]
}



{
  "formula": "C22H27MgN5O4",
  "method": "wB97M-V/def2-TZVPD",
  "total_charge": 2,
  "lumo_ev": -5.79,
  "e_homo_ev": -13.68,
  "multiplicity": 1,
  "de_lowest_ev": 0.000,
  "symbols": ["Mg", "C", "C", "O", "C", "C", "O", "C", "C", "O", "C", "C", "O", "H", "H", "H", "H", "H", "H", "H", "H", "H", "H", "H", "H", "H", "H", "H", "H", "N", "C", "N", "C", "N", "N", "C", "C", "C", "C", "C", "C", "N", "C", "C", "C", "C", "C", "C", "H", "H", "H", "H", "H", "H", "H", "H", "H", "H", "H"],
  "xyz": [[0.14175, 0.49473, 0.28612], [1.07520, 2.07713, 2.63049], [-0.20937, 2.83095, 2.34192], [-0.70175, 2.27808, 1.11997], [-1.85882, 2.90041, 0.55275], [-2.12841, 2.15414, -0.74320], [-1.92544, 0.74733, -0.53561], [-2.99632, 0.10711, 0.17452], [-2.39353, -1.10208, 0.84710], [-1.19089, -0.71122, 1.52867], [-1.33651, -0.23052, 2.86345], [0.07623, 0.00074, 3.36611], [0.87784, 0.67379, 2.37238], [1.41228, 2.23646, 3.65371], [1.86722, 2.38059, 1.95101], [-0.01817, 3.90136, 2.24045], [-0.95613, 2.69495, 3.12883], [-1.66726, 3.95576, 0.34941], [-2.68636, 2.83146, 1.26245], [-1.41144, 2.44756, -1.50828], [-3.13371, 2.35491, -1.11197], [-3.78015, -0.18885, -0.52353], [-3.42409, 0.79448, 0.90789], [-2.08992, -1.83905, 0.10353], [-3.09787, -1.56666, 1.53628], [-1.82670, -0.98418, 3.48216], [-1.93823, 0.68130, 2.88205], [0.56511, -0.94799, 3.57546], [0.05906, 0.58149, 4.28868], [1.43332, -3.86545, 0.85535], [1.43766, -2.55100, 1.04075], [1.07107, -1.66610, 0.16011], [0.68112, -2.12168, -1.10541], [0.44599, -1.29306, -2.06881], [0.67108, 0.02431, -1.66748], [1.11951, 0.78940, -2.57471], [1.44838, 2.18140, -2.23294], [1.85062, 3.06772, -3.21439], [2.16734, 4.36915, -2.84975], [2.06332, 4.72389, -1.51894], [1.64342, 3.76486, -0.60637], [1.34058, 2.51090, -0.93466], [0.56026, -3.56001, -1.34560], [0.09438, -4.09124, -2.55222], [0.04010, -5.45680, -2.72670], [0.45824, -6.31363, -1.70459], [0.92497, -5.80864, -0.50921], [0.96775, -4.43014, -0.34039], [1.77863, -4.47112, 1.58446], [1.79076, -2.21178, 2.00824], [1.28693, 0.40987, -3.57908], [1.91688, 2.74135, -4.24401], [2.49127, 5.08682, -3.59151], [2.30568, 5.72231, -1.18140], [1.56160, 4.03166, 0.43988], [-0.20969, -3.41182, -3.33630], [-0.31750, -5.86937, -3.66016], [0.41963, -7.38504, -1.85017], [1.25308, -6.47101, 0.28321]],
  "forces_ev_per_angstrom": [[0.165, -0.137, 0.390], [-0.104, -0.114, -0.055], [-0.074, -0.040, -0.099], [0.013, 0.263, 0.071], [0.110, -0.028, 0.062], [0.043, -0.135, 0.044], [-0.117, 0.156, -0.062], [0.058, 0.058, -0.026], [0.099, 0.067, 0.035], [-0.142, -0.153, -0.002], [0.040, -0.035, -0.086], [-0.001, 0.079, -0.046], [-0.052, 0.162, 0.118], [0.006, -0.008, 0.041], [0.056, 0.030, -0.045], [0.012, 0.024, -0.026], [-0.010, 0.006, 0.037], [0.009, 0.031, -0.001], [-0.033, 0.002, 0.029], [0.007, -0.022, -0.002], [-0.041, -0.006, -0.018], [-0.030, 0.012, -0.021], [0.005, -0.009, 0.016], [0.037, -0.011, -0.004], [-0.016, -0.026, 0.032], [-0.033, -0.013, 0.031], [0.000, 0.021, -0.020], [0.012, -0.040, -0.056], [0.031, -0.010, 0.027], [0.006, -0.076, -0.072], [0.040, 0.121, 0.020], [-0.098, 0.040, -0.194], [0.001, -0.112, 0.071], [0.124, 0.194, 0.175], [-0.121, -0.358, -0.473], [0.055, 0.128, -0.010], [-0.074, -0.151, 0.031], [0.042, 0.055, -0.077], [0.014, 0.011, -0.065], [-0.003, 0.026, 0.023], [-0.023, -0.094, 0.040], [-0.004, 0.007, 0.025], [-0.008, 0.104, -0.004], [-0.021, 0.033, -0.002], [0.009, -0.004, 0.002], [-0.013, -0.019, -0.029], [-0.006, -0.046, 0.016], [0.063, -0.011, 0.115], [0.006, 0.000, 0.001], [-0.030, 0.020, -0.002], [0.022, 0.032, -0.017], [0.005, 0.005, 0.012], [-0.006, -0.011, 0.004], [-0.007, -0.027, 0.000], [-0.021, -0.023, 0.049], [0.000, -0.018, -0.001], [0.003, 0.008, 0.018], [0.001, 0.021, -0.004], [-0.007, 0.023, -0.019]],
  "nbo_charge": [1.76, -0.09, -0.10, -0.64, -0.10, -0.09, -0.61, -0.10, -0.09, -0.62, -0.09, -0.09, -0.61, 0.22, 0.22, 0.21, 0.19, 0.22, 0.19, 0.22, 0.22, 0.22, 0.19, 0.22, 0.22, 0.22, 0.18, 0.21, 0.21, -0.51, 0.36, -0.67, 0.38, -0.34, -0.43, 0.12, 0.11, -0.20, -0.13, -0.23, 0.06, -0.51, -0.10, -0.15, -0.20, -0.14, -0.22, 0.14, 0.44, 0.20, 0.22, 0.25, 0.25, 0.25, 0.19, 0.25, 0.24, 0.24, 0.23]
}